50
Properties=species:S:1:pos:R:3:nbo_charge:R:1 method="wB97M-V/def2-TZVPD" total_energy_ev=-109921.641 de_lowest_kcal_mol=8.0 orbital_gap_ha=0.2110 lumo_ha=-0.0329 max_force_ev_per_a=2.23 total_charge=0
P 1.424 1.701 0.669 0.89
P -0.825 1.321 -1.778 0.89
C 1.239 2.999 -0.669 -0.71
C -0.135 3.022 -1.357 -0.72
H 2.065 2.828 -1.388 0.22
H 1.418 3.954 -0.151 0.21
H -0.909 3.537 -0.754 0.22
H -0.066 3.533 -2.331 0.21
C 0.065 1.101 -3.361 -0.96
H -0.276 0.181 -3.849 0.23
H 1.153 1.068 -3.210 0.23
H -0.194 1.967 -3.985 0.21
C -2.489 1.756 -2.369 -0.96
H -2.387 2.346 -3.287 0.21
H -3.013 2.338 -1.602 0.24
H -3.046 0.836 -2.576 0.24
C 3.151 1.929 1.163 -0.95
H 3.388 1.206 1.950 0.24
H 3.271 2.949 1.544 0.21
H 3.807 1.765 0.300 0.24
C 0.525 2.564 2.006 -0.95
H -0.527 2.753 1.739 0.24
H 1.049 3.520 2.154 0.21
H 0.578 1.962 2.923 0.24
Pb 0.251 -5.744 0.381 1.05
C -1.896 -1.352 -0.713 -0.16
C -0.720 -1.273 -1.391 -0.22
C 0.695 -1.028 -0.923 -0.56
C 1.352 -1.897 0.182 -0.42
C 1.204 -1.188 1.499 -0.19
C -0.008 -0.924 2.031 -0.19
C -1.098 -0.174 1.356 -0.50
C -2.215 -1.016 0.689 -0.46
C -0.123 -5.270 2.515 -1.17
H -2.742 -1.762 -1.278 0.20
H -0.778 -1.623 -2.437 0.20
H 0.762 -0.002 -0.508 0.28
H 1.362 -0.978 -1.795 0.21
H 0.918 -2.923 0.173 0.18
H 2.429 -2.010 -0.050 0.21
H 2.087 -1.061 2.127 0.20
H -0.233 -1.222 3.066 0.20
H -0.684 0.459 0.552 0.25
H -1.555 0.513 2.094 0.22
H -2.421 -1.937 1.261 0.23
H -3.151 -0.438 0.731 0.21
H -1.133 -5.623 2.777 0.24
H -0.050 -4.175 2.624 0.24
H 0.653 -5.787 3.106 0.21
Br -2.174 -4.696 0.151 -0.58